{"formula": "C16H20N4O3S", "method": "ωB97M-V/def2-TZVPD", "smiles": "NC(=O)c1ccsc1NC(=O)CN1CCN(Cc2ccco2)CC1", "e_above_lowest_kcal_mol": 62.0, "largest_force_ev_per_a": 3.4, "spin_multiplicity": 1, "elements": ["O", "O", "O", "S", "C", "C", "C", "C", "C", "C", "C", "C", "C", "C", "N", "N", "N", "N", "C", "C", "C", "C", "C", "C", "H", "H", "H", "H", "H", "H", "H", "H", "H", "H", "H", "H", "H", "H", "H", "H", "H", "H", "H", "H"], "coordinates": [[-0.16891, -2.70407, -1.45256], [-3.68371, 0.92228, -1.00651], [3.27592, -0.59781, 4.70635], [-4.49058, -1.49991, -2.63774], [-0.82939, -3.12651, -2.37525], [-2.52643, 0.53792, -0.91873], [3.49890, -1.89855, 5.12896], [-4.40873, -2.99479, -3.48376], [3.43890, -2.80159, 4.10317], [-3.13809, -3.55882, -3.41711], [3.19851, -1.95033, 2.95099], [-2.23083, -2.73218, -2.63906], [-2.81558, -1.58715, -2.16403], [3.09364, -0.67917, 3.33888], [-0.14753, -4.03633, -3.13878], [-2.07226, -0.64644, -1.46823], [-0.21740, 0.68505, -0.01335], [1.46898, 0.96177, 2.35058], [-1.53186, 1.34614, -0.10576], [2.84765, 0.44357, 2.36417], [0.00469, -0.44808, 0.92274], [0.95444, 1.61779, 0.00883], [0.36016, -0.01771, 2.33113], [1.21596, 2.12245, 1.44834], [3.66828, -2.11091, 6.18313], [-5.26072, -3.39701, -4.03552], [3.53111, -3.87077, 4.18036], [-2.94254, -4.53217, -3.87738], [3.05155, -2.27851, 1.93169], [0.70010, -4.39268, -2.73012], [-0.67363, -4.60247, -3.84805], [-1.11359, -0.89140, -1.15627], [-1.97608, 1.49382, 0.88913], [-1.43519, 2.35091, -0.59444], [3.12155, 0.11429, 1.36074], [3.54203, 1.24343, 2.61889], [-0.90455, -1.04846, 1.00878], [0.79814, -1.08205, 0.46533], [0.80511, 2.46231, -0.63768], [1.80240, 1.06006, -0.37587], [-0.54209, 0.45608, 2.78346], [0.61180, -0.91636, 2.89222], [2.02985, 2.84070, 1.48701], [0.37369, 2.65922, 1.87903]], "atomic_forces_ev_per_a": [[0.129, 1.600, 1.680], [0.463, -0.354, -0.312], [0.132, -0.621, -0.365], [0.472, 0.382, 0.279], [0.840, -0.766, -0.129], [-1.205, -0.363, -0.107], [-0.208, -0.550, -0.332], [1.586, -0.787, -0.129], [-0.107, 2.099, 0.239], [-1.466, 1.041, 0.275], [-0.094, -1.915, -0.261], [-0.080, -1.667, -1.199], [0.222, -0.010, -0.100], [-0.031, -0.112, -0.288], [-2.375, -1.055, -2.198], [0.189, 0.971, 0.939], [0.712, 0.808, -0.555], [-0.113, 0.490, 0.824], [1.128, -0.352, 0.335], [-0.616, 0.551, 0.624], [-0.193, 0.281, -0.510], [-0.991, -0.529, 1.167], [0.261, 0.955, -0.364], [0.301, -1.559, 0.202], [-0.113, 0.651, -0.303], [0.270, 0.283, 0.402], [0.075, 0.040, -0.083], [0.189, 0.484, 0.262], [0.109, 0.000, 0.041], [-0.101, -0.012, -0.065], [1.141, 0.794, 1.128], [-0.675, -0.170, -0.744], [-0.225, 0.150, -0.226], [-0.014, -0.926, 0.435], [0.370, -0.495, 0.011], [-0.160, 0.401, -0.053], [0.006, -0.091, -0.356], [-0.475, 0.315, 0.349], [-0.353, 0.286, -0.539], [0.312, -0.060, 0.074], [0.600, -0.205, -0.068], [0.092, 0.195, 0.275], [0.434, -0.167, 0.017], [-0.439, -0.011, -0.273]]}

{"formula": "C4H4ClNOS", "method": "ωB97M-V/def2-TZVPD", "smiles": "O=C(/C=C\\S)/N=C\\Cl", "e_above_lowest_kcal_mol": 41.0, "largest_force_ev_per_a": 3.5, "spin_multiplicity": 1, "elements": ["C", "C", "C", "C", "N", "O", "S", "Cl", "H", "H", "H", "H"], "coordinates": [[-0.91405, -1.00630, -0.21022], [-1.96670, -0.23104, -0.01532], [0.54259, -0.95313, -0.02713], [2.01739, 0.92369, -0.59958], [1.11999, 0.06456, -0.70125], [1.12058, -1.92311, 0.50564], [-2.19063, 1.29339, 0.94927], [2.77828, 1.26706, 0.90643], [-1.14262, -1.86223, -0.85358], [-2.90966, -0.51847, -0.40867], [2.55508, 1.67668, -1.21556], [-1.01024, 1.26891, 1.66998]], "atomic_forces_ev_per_a": [[-0.980, -0.507, -1.207], [0.551, 1.495, 1.484], [0.662, -2.514, 2.329], [0.061, -0.047, 1.133], [1.557, 1.550, -2.092], [-0.702, 2.475, -1.382], [1.213, -0.945, -0.102], [0.368, 0.064, 1.470], [0.060, -0.034, 0.329], [-0.640, -0.287, -0.319], [-1.352, -1.191, -1.027], [-0.799, -0.058, -0.616]]}

{"formula": "C3H7Cl4Hg2O", "method": "ωB97M-V/def2-TZVPD", "charge": 3, "e_above_lowest_kcal_mol": 34.9, "largest_force_ev_per_a": 2.3, "spin_multiplicity": 1, "elements": ["Hg", "Hg", "C", "O", "H", "H", "H", "C", "Cl", "Cl", "H", "H", "C", "Cl", "Cl", "H", "H"], "coordinates": [[2.99768, 1.49972, 1.53480], [0.42285, 4.17802, 1.77951], [0.42209, 1.22819, -0.41289], [0.89303, 2.05899, 0.64861], [-0.09276, 1.68479, -1.25819], [1.28799, 0.61924, -0.67271], [-0.32150, 0.47176, -0.16192], [1.39673, -2.08885, -2.75218], [1.92086, -0.57451, -3.53768], [-0.41643, -2.26720, -2.61238], [1.86041, -2.88603, -3.33322], [1.83398, -2.10192, -1.75381], [-2.48948, -0.48915, 2.48687], [-2.75786, 1.09102, 1.61865], [-1.57090, -0.50754, 3.93315], [-3.42722, -0.93331, 2.82074], [-1.95945, -0.98321, 1.67258]], "atomic_forces_ev_per_a": [[-1.046, 0.188, -0.455], [-0.389, -0.830, -0.709], [-0.755, -1.656, -0.535], [1.425, 0.977, 1.536], [0.855, 0.965, -0.099], [0.058, 0.320, -0.817], [-0.097, 0.120, 1.098], [-1.111, 0.986, -0.429], [-0.400, -0.658, 0.466], [1.955, 0.089, -0.171], [-0.327, -0.400, -0.136], [-0.121, -0.130, 0.185], [0.214, 0.903, -0.655], [-0.070, -0.451, 0.953], [0.561, 0.450, 0.274], [-0.503, -0.033, -0.810], [-0.252, -0.841, 0.302]]}

{"formula": "C4H5NO2", "method": "ωB97M-V/def2-TZVPD", "smiles": "O=CC(=O)[C@H]1CN1", "e_above_lowest_kcal_mol": 103.9, "largest_force_ev_per_a": 6.2, "spin_multiplicity": 1, "elements": ["C", "C", "C", "C", "H", "H", "H", "H", "H", "N", "O", "O"], "coordinates": [[-0.41622, -0.42333, -1.41576], [-0.72428, 0.41019, -0.14139], [0.05732, 0.49205, 1.21648], [0.76732, -0.91389, 1.60475], [-1.49002, -0.48135, -1.94984], [-0.41128, 1.23489, 1.77972], [1.22742, -1.16737, 2.69849], [0.44390, -1.62478, 0.78499], [1.46383, 0.11081, -0.06840], [1.40769, 0.32690, 0.90025], [0.76665, -0.62450, -1.84883], [-1.91571, 0.90567, -0.29257]], "atomic_forces_ev_per_a": [[3.142, 0.855, -1.667], [-6.085, 0.480, 1.133], [-0.961, -2.845, -3.347], [0.219, 2.765, -0.990], [2.480, -0.552, 0.519], [-0.008, 1.024, 1.546], [-1.617, 0.663, -3.093], [0.714, 0.103, 1.873], [0.701, -0.171, -0.834], [1.481, -1.215, 2.504], [-5.221, 0.315, 1.503], [5.157, -1.422, 0.852]]}

Orbital gap list, top to bottom, in eV: 8.4; 8.9; 2.2; 8.6